Formula: C22H68F6N4O10P
Source: the Open Molecules 2025 dataset
Level of theory: ωB97M-V with the def2-TZVPD basis set

ORCA input file:
```
! RIJCOSX wB97M-V def2-TZVPD def2/J DEFGRID3
* xyz -1 1
P 0.091 1.474 1.173
F -1.082 2.586 1.110
F -1.090 0.328 1.133
F 0.027 1.487 -0.498
F 1.146 0.243 1.151
F 1.278 2.540 0.984
F 0.106 1.483 2.770
C -1.074 -3.064 -0.926
C -0.422 -2.963 0.463
C -0.567 -4.214 1.311
O -0.108 -3.899 2.630
C -0.143 -5.020 3.503
N 0.990 -2.674 0.229
H -1.128 -2.005 -1.191
H -2.109 -3.425 -0.868
H -0.601 -3.639 -1.717
H -0.811 -2.090 1.006
H 0.079 -5.009 0.925
H -1.613 -4.526 1.364
H 0.318 -4.628 4.409
H 0.465 -5.839 3.113
H -1.180 -5.293 3.712
H 1.212 -1.690 0.148
H 1.402 -2.967 1.119
C -3.385 -0.298 -0.857
C -4.163 -0.356 -2.162
C -3.621 -1.460 -3.070
O -4.263 -1.293 -4.337
C -3.544 -1.905 -5.370
N -5.600 -0.538 -1.878
H -3.465 -1.295 -0.417
H -3.910 0.368 -0.165
H -2.361 0.072 -0.865
H -4.122 0.597 -2.699
H -3.798 -2.467 -2.690
H -2.558 -1.227 -3.174
H -2.454 -1.828 -5.299
H -3.820 -1.543 -6.360
H -3.714 -2.990 -5.436
H -6.061 -0.934 -2.688
H -6.055 0.345 -1.691
C 4.417 1.356 -0.530
C 4.590 -0.028 -1.093
C 5.895 -0.699 -0.621
O 7.060 0.028 -0.984
C 7.332 -0.081 -2.357
N 3.355 -0.809 -0.837
H 5.239 2.063 -0.639
H 4.150 1.409 0.531
H 3.551 1.773 -1.050
H 4.609 0.013 -2.187
H 6.036 -1.690 -1.067
H 5.779 -0.783 0.462
H 6.728 0.545 -3.015
H 7.279 -1.132 -2.672
H 8.382 0.169 -2.529
H 3.098 -0.586 0.121
H 3.526 -1.810 -0.867
C -0.694 1.132 -3.608
C 0.550 0.211 -3.638
C 1.076 -0.069 -5.022
O 0.153 -0.823 -5.804
C 0.656 -1.014 -7.099
N 1.594 0.885 -2.808
H -1.036 1.155 -2.575
H -1.524 0.611 -4.098
H -0.487 2.110 -4.033
H 0.317 -0.697 -3.071
H 2.027 -0.607 -4.908
H 1.333 0.871 -5.528
H 0.106 -1.891 -7.466
H 1.685 -1.392 -7.181
H 0.549 -0.149 -7.758
H 2.069 0.124 -2.326
H 1.154 1.477 -2.105
C 3.335 2.273 4.600
O 3.089 1.423 5.737
H 2.373 2.648 4.241
H 4.016 3.081 4.846
H 3.725 1.650 3.792
H 2.717 0.638 5.315
C -0.831 2.273 5.798
O -0.992 3.353 4.908
H -1.125 2.715 6.756
H -1.484 1.392 5.714
H 0.178 1.856 5.722
H -0.525 3.187 4.082
C -3.764 3.132 0.058
O -5.100 3.683 0.137
H -3.325 3.394 -0.901
H -3.204 3.548 0.893
H -3.812 2.045 0.150
H -5.559 3.114 0.759
C -3.726 -0.533 3.521
O -2.559 0.236 3.406
H -3.599 -1.594 3.248
H -3.991 -0.587 4.579
H -4.529 -0.147 2.883
H -2.348 0.352 2.464
C 0.847 -1.301 4.506
O 1.864 -0.866 3.627
H 1.183 -1.605 5.497
H 0.175 -0.443 4.622
H 0.249 -2.132 4.119
H 1.537 -0.606 2.759
C -0.295 5.300 1.883
O -1.350 5.660 2.780
H -0.779 4.811 1.038
H -0.064 6.282 1.459
H 0.569 4.761 2.265
H -1.744 4.886 3.198
*
```

Orbital gap ... 8.97 eV
Energy above the lowest of the compared OMol25 structures with the same formula, charge and spin ... 2.1495 eV
LUMO level ... 2.45 eV
Highest occupied orbital energy ... -6.5 eV

Here are the Löwdin charges for atoms 1 to 6, given in e:
1 P 0.24
2 F -0.15
3 F -0.18
4 F -0.20
5 F -0.17
6 F -0.13